C3H7INNaO4S2 as an isolated structure, computed with ωB97M-V/def2-TZVPD.

Values from the calculation:
**Charge**: 0
**HOMO**: -0.341 Ha
**LUMO**: -1.1 eV
**HOMO-LUMO gap**: 8.172 eV

Structure (XYZ):
```
19
Properties=species:S:1:pos:R:3:forces:R:3:nbo_charge:R:1
C -0.787 2.473 -0.611 0.04 0.09 0.08 -0.610
C -0.071 1.323 0.086 0.00 0.10 0.12 -0.442
C -0.981 0.242 0.667 0.03 0.10 0.07 -0.609
I -2.656 -0.293 -0.530 0.07 -0.10 -0.10 0.166
S -0.036 -1.179 1.265 0.29 -0.20 0.15 2.303
O -0.912 -2.282 1.487 -0.18 0.04 -0.01 -0.912
O 0.643 -0.619 2.434 0.52 0.04 -0.13 -1.038
N 1.193 -1.504 0.264 -0.93 0.10 -0.32 -1.386
S 0.972 -2.124 -1.210 0.18 0.23 0.02 2.191
O 2.204 -2.776 -1.552 0.10 -0.12 0.00 -0.966
O -0.290 -2.765 -1.390 0.03 -0.16 0.00 -0.928
H -0.086 3.294 -0.771 0.00 -0.02 -0.04 0.214
H -1.192 2.176 -1.577 -0.03 -0.01 0.05 0.221
H -1.604 2.856 0.003 -0.01 -0.02 -0.04 0.212
H 0.667 0.871 -0.578 -0.05 0.01 -0.09 0.207
H 0.477 1.733 0.941 0.09 -0.10 -0.04 0.219
H -1.408 0.600 1.603 -0.14 -0.03 -0.07 0.254
H 0.947 -1.005 -1.966 -0.09 0.02 -0.08 -0.072
Na 2.920 -1.022 1.435 0.09 0.05 0.44 0.974
```
Forces are in eV/Å.

=====

C3H7IO2S as an isolated structure, computed with ωB97M-V/def2-TZVPD.

Values from the calculation:
**Relative energy (zero: lowest compared OMol25 entry of this formula, charge and spin)**: 4.391 eV
**Charge**: 0
**HOMO (alpha / beta)**: -0.304 / -0.304 Ha
**LUMO (alpha / beta)**: -1.8 / -2.0 eV
**HOMO-LUMO gap (alpha / beta)**: 6.497 / 6.268 eV

Structure (XYZ):
```
14
Properties=species:S:1:pos:R:3:forces:R:3:nbo_charge:R:1
C 1.216 2.306 -0.455 -0.39 -0.92 -0.42 -0.905
C -0.746 -1.593 0.243 -1.62 -0.71 -0.02 -0.203
C 0.645 -1.159 0.087 1.40 1.96 0.20 -0.304
O -0.993 1.435 0.715 0.84 -0.25 -0.25 -0.915
O -1.300 -1.506 1.547 -0.20 -0.54 -0.01 -0.727
S 0.024 1.162 -0.312 1.75 0.91 1.05 1.339
I -1.329 0.562 -2.478 -0.04 0.12 -0.57 -0.224
H 1.432 3.085 0.256 -0.99 0.03 0.59 0.252
H 1.877 2.459 -1.312 -0.50 -1.03 -0.09 0.250
H -1.392 -1.016 -0.565 0.94 -0.72 1.33 0.232
H -1.028 -2.681 0.011 1.08 1.29 -0.31 0.245
H 1.198 -1.200 -0.879 -0.82 -0.36 0.69 0.233
H 1.388 -1.010 0.973 -1.79 -0.30 -1.46 0.237
H -0.991 -0.844 2.171 0.34 0.51 -0.74 0.490
```
Forces are in eV/Å.

=====

One molecule with the formula C3H7IOS, computed with ωB97M-V/def2-TZVPD.

Values from the calculation:
**Relative energy (zero: lowest compared OMol25 entry of this formula, charge and spin)**: 0.000 eV
**Charge**: 0
**HOMO**: -0.330 Ha
**LUMO**: 0.2 eV
**HOMO-LUMO gap**: 9.212 eV

Structure (XYZ):
```
13
Properties=species:S:1:pos:R:3:forces:R:3:nbo_charge:R:1
C -1.047 0.414 -0.105 0.40 0.04 3.96 -0.645
C 0.431 0.619 0.294 2.02 0.71 -0.45 0.072
O 0.648 0.560 1.739 -1.04 -0.47 -1.26 -0.738
C 1.368 -0.524 -0.378 -0.05 1.58 -0.26 -0.474
S 1.101 -2.119 0.398 0.36 -0.20 -1.36 0.044
I 3.461 0.164 -0.061 -0.36 -0.11 -0.14 0.016
H -1.336 -0.647 0.142 0.10 1.19 0.05 0.229
H -1.192 0.524 -1.131 -0.25 0.63 -1.66 0.218
H -1.605 1.182 0.567 0.47 -1.49 -1.51 0.233
H 0.861 1.678 0.010 -1.08 -2.10 -0.15 0.189
H 1.289 1.236 1.967 0.17 -0.03 -0.04 0.483
H 1.342 -0.629 -1.516 -0.36 0.45 1.75 0.241
H 1.568 -2.685 -0.770 -0.38 -0.18 1.07 0.131
```
Forces are in eV/Å.

=====

An isolated ion of composition C3H7N and charge -1, computed with ωB97M-V/def2-TZVPD.

Values from the calculation:
**Relative energy (zero: lowest compared OMol25 entry of this formula, charge and spin)**: 1.136 eV
**Expectation value of S²**: 0.753
**Spin multiplicity**: 2
**Charge**: -1
**HOMO (alpha / beta)**: 0.052 / -0.162 Ha
**LUMO (alpha / beta)**: 4.8 / 4.6 eV
**HOMO-LUMO gap (alpha / beta)**: 3.368 / 9.022 eV

Structure (XYZ):
```
11
Properties=species:S:1:pos:R:3:forces:R:3:mulliken_spin:R:1
N 0.219 -1.618 0.523 1.17 -2.15 1.22 0.755
C -0.655 -0.505 0.417 -0.36 2.85 3.08 0.548
C 0.210 1.370 -1.120 -1.13 -1.81 1.20 0.345
C 0.213 0.766 0.149 -1.41 0.74 -2.99 1.488
H 0.816 -1.555 -0.285 0.61 -0.30 0.06 -0.070
H 0.829 -1.626 1.411 -1.16 0.38 -1.77 -0.559
H -1.551 -0.750 -0.245 1.28 0.85 0.61 -0.003
H -1.042 -0.312 1.568 0.24 -0.58 -2.36 -0.470
H 0.727 2.188 -1.623 0.17 -0.03 0.89 -0.355
H -0.480 0.828 -1.791 0.48 0.32 -0.07 0.060
H 0.715 1.214 0.993 0.09 -0.27 0.13 -0.739
```
Forces are in eV/Å.

=====

An isolated ion of composition C3H7N and charge -1, computed with ωB97M-V/def2-TZVPD.

Values from the calculation:
**Relative energy (zero: lowest compared OMol25 entry of this formula, charge and spin)**: 0.591 eV
**Expectation value of S²**: 0.751
**Spin multiplicity**: 2
**Charge**: -1
**HOMO (alpha / beta)**: 0.056 / -0.172 Ha
**LUMO (alpha / beta)**: 4.4 / 4.3 eV
**HOMO-LUMO gap (alpha / beta)**: 2.892 / 8.970 eV

Structure (XYZ):
```
11
Properties=species:S:1:pos:R:3:forces:R:3:mulliken_spin:R:1
N 0.728 1.084 1.123 0.00 -2.53 1.42 0.601
C -0.167 0.807 0.022 -0.08 -1.02 0.44 1.752
C -0.237 -1.472 -1.237 -0.30 0.94 1.77 -0.031
C -0.382 -0.686 -0.124 1.08 0.15 -0.76 0.470
H 1.012 2.023 1.226 -0.05 1.50 0.04 -0.630
H 0.341 0.720 2.030 0.40 0.77 -1.09 -0.319
H -1.153 1.267 0.195 -0.21 0.17 -0.30 -0.043
H 0.304 1.168 -0.855 0.05 0.66 -1.06 -0.614
H -0.555 -2.519 -1.147 0.41 0.31 -0.34 -0.018
H 0.228 -1.086 -2.158 -0.61 -0.28 0.43 -0.106
H -0.563 -1.057 0.889 -0.69 -0.66 -0.54 -0.062
```
Forces are in eV/Å.

=====

One molecule with the formula C3H7N, computed with ωB97M-V/def2-TZVPD.

Values from the calculation:
**Relative energy (zero: lowest compared OMol25 entry of this formula, charge and spin)**: 0.941 eV
**Charge**: 0
**HOMO**: -0.336 Ha
**LUMO**: 1.2 eV
**HOMO-LUMO gap**: 10.370 eV

Structure (XYZ):
```
11
Properties=species:S:1:pos:R:3:forces:R:3:nbo_charge:R:1
C 0.328 -0.997 1.559 -0.80 0.53 -1.50 -0.426
C 0.269 -0.672 0.237 1.30 -1.84 1.63 -0.177
C -0.627 0.387 -0.253 -0.95 0.66 -0.95 -0.280
N 0.132 0.982 -1.348 1.04 1.73 0.38 -0.851
H 1.066 -1.694 1.955 -0.44 0.12 0.01 0.206
H -0.487 -0.556 2.208 1.39 -0.49 -0.45 0.193
H 0.945 -1.107 -0.605 -1.15 0.71 1.92 0.222
H -1.602 -0.019 -0.631 0.76 0.24 0.20 0.199
H -0.878 1.164 0.504 0.11 -0.77 -0.21 0.191
H 0.580 1.877 -1.063 -0.50 -1.07 -0.33 0.361
H -0.362 1.153 -2.187 -0.75 0.18 -0.71 0.363
```
Forces are in eV/Å.

=====

One molecule with the formula C3H7N, computed with ωB97M-V/def2-TZVPD.

Values from the calculation:
**Relative energy (zero: lowest compared OMol25 entry of this formula, charge and spin)**: 1.503 eV
**Charge**: 0
**HOMO**: -0.359 Ha
**LUMO**: 1.1 eV
**HOMO-LUMO gap**: 10.882 eV

Structure (XYZ):
```
11
Properties=species:S:1:pos:R:3:forces:R:3:nbo_charge:R:1
N -1.463 -0.011 -0.367 -2.97 -2.08 2.95 -0.805
C -0.274 -0.008 0.437 0.44 -1.05 -1.01 -0.084
C 0.727 0.797 -0.227 2.06 2.50 0.56 -0.428
C 0.955 -0.688 -0.196 0.86 0.06 1.87 -0.451
H -1.805 -1.036 -0.163 -0.07 2.48 -0.85 0.345
H -2.099 0.606 0.262 0.64 -1.32 -1.84 0.351
H -0.368 -0.116 1.526 0.18 0.25 -0.44 0.189
H 0.365 1.099 -1.210 0.22 0.46 0.42 0.231
H 1.326 1.579 0.381 -0.65 -1.57 -1.33 0.207
H 1.601 -0.931 0.697 -0.29 -0.38 -1.58 0.210
H 1.036 -1.289 -1.139 -0.43 0.66 1.25 0.234
```
Forces are in eV/Å.

=====

C3H7N as an isolated structure, computed with ωB97M-V/def2-TZVPD.

Values from the calculation:
**Relative energy (zero: lowest compared OMol25 entry of this formula, charge and spin)**: 2.846 eV
**Charge**: 0
**HOMO**: -0.383 Ha
**LUMO**: 1.0 eV
**HOMO-LUMO gap**: 11.414 eV

Structure (XYZ):
```
11
Properties=species:S:1:pos:R:3:forces:R:3:nbo_charge:R:1
C 1.053 -0.971 0.121 0.46 -1.28 1.91 0.057
C -1.554 0.608 0.450 2.80 0.35 3.56 -0.368
C -2.436 0.729 -0.473 0.00 -0.26 -1.78 -0.392
N 1.134 -0.994 -1.015 -0.06 0.42 -1.01 -0.296
H 1.106 -1.276 1.176 -0.22 0.78 -0.96 0.240
H -1.951 5.554 0.714 -0.48 1.64 0.56 -0.002
H -2.161 6.284 0.964 0.48 -1.65 -0.57 0.002
H -0.933 1.510 0.633 -0.07 -0.79 0.08 0.185
H -1.321 -0.264 1.155 -0.92 1.24 -1.24 0.187
H -2.316 1.511 -1.187 -0.51 0.88 -0.12 0.199
H -2.963 -0.104 -0.792 -1.48 -1.34 -0.45 0.188
```
Forces are in eV/Å.

=====

C3H7N as an isolated structure, computed with ωB97M-V/def2-TZVPD.

Values from the calculation:
**Relative energy (zero: lowest compared OMol25 entry of this formula, charge and spin)**: 5.189 eV
**Expectation value of S²**: 0.754
**Spin multiplicity**: 2
**Charge**: +1
**HOMO (alpha / beta)**: -0.571 / -0.622 Ha
**LUMO (alpha / beta)**: -7.1 / -7.2 eV
**HOMO-LUMO gap (alpha / beta)**: 8.461 / 9.725 eV

Structure (XYZ):
```
11
Properties=species:S:1:pos:R:3:forces:R:3:mulliken_spin:R:1
C 0.617 -0.782 0.970 2.11 -0.16 -0.74 0.017
C -0.053 0.137 0.037 -1.42 -4.32 2.53 0.068
C 0.280 1.491 -0.180 -0.25 0.53 -0.51 0.783
N -0.919 -0.813 -0.807 1.13 4.05 2.39 0.093
H 0.278 -1.814 0.873 -0.32 0.42 0.07 0.009
H 0.588 -0.449 2.008 0.20 0.37 -0.01 0.003
H 1.691 -0.802 0.620 -0.47 0.23 0.78 0.004
H -0.423 2.271 0.041 -0.31 0.40 0.06 0.033
H 1.056 1.687 -0.931 0.04 0.04 0.54 0.031
H -1.823 -0.291 -0.869 0.64 0.12 -1.42 -0.012
H -0.130 -0.157 -1.245 -1.36 -1.65 -3.70 -0.031
```
Forces are in eV/Å.

=====

Max |F| list, top to bottom, in hartree/bohr: 0.0193; 0.0471; 0.0775; 0.0820; 0.0565; 0.0541; 0.0908; 0.0883; 0.1012